1.
The following is a quantum chemistry calculation of C21H25N3O2 in the gas phase, from the OMol25 dataset.

CARTESIAN COORDINATES (ANGSTROEM)
O: 2.0610 0.0387 -2.4926
O: 3.1670 -0.9643 1.6716
N: 0.3248 1.3793 -1.9203
N: 2.2100 1.1915 -0.5563
N: 2.7863 -1.7226 -0.4313
C: -0.0040 -2.4163 -1.3286
C: -3.0034 2.1664 -0.5864
C: -1.5468 -2.5437 0.9553
C: -2.9853 1.5585 0.6638
C: -0.1857 -2.7871 1.0251
C: 0.6000 -2.7316 -0.1158
C: 2.0936 -2.9391 -0.0478
C: 2.9206 2.2366 1.4128
C: 3.4806 0.5621 -0.1915
C: -0.7572 1.4244 -1.0330
C: -2.1523 -2.2226 -0.2505
C: -1.8394 0.8719 1.0414
C: -3.6196 -1.9331 -0.3356
C: 1.5679 0.8137 -1.6794
C: -1.9085 2.1038 -1.4246
C: 4.1249 1.5376 0.7869
C: -0.7401 0.7926 0.2075
C: -1.3596 -2.1612 -1.3914
C: 3.1359 -0.7891 0.4710
C: -4.1691 1.6468 1.5784
C: 1.9531 2.3775 0.2421
H: 2.4004 -3.1833 0.9713
H: -3.7775 -0.8879 -0.6010
H: 0.5938 -2.3609 -2.2272
H: 0.0546 1.2853 -2.8917
H: -1.8053 0.3730 1.9983
H: 4.7569 2.2497 0.2558
H: -1.9400 2.5777 -2.3951
H: 2.4046 -3.7400 -0.7253
H: 4.0820 0.3858 -1.0894
H: -4.0870 -2.5486 -1.1028
H: 2.4882 1.5888 2.1749
H: 2.1788 3.2719 -0.3531
H: 0.2716 -3.0191 1.9760
H: -2.1442 -2.5991 1.8544
H: 2.6707 -1.4190 -1.3937
H: -4.1109 -2.1260 0.6146
H: -1.8149 -1.9101 -2.3391
H: 3.1703 3.1965 1.8593
H: -3.8889 2.6949 -0.9096
H: 0.1167 0.2107 0.5108
H: -4.1943 0.8003 2.2602
H: -5.0971 1.6720 1.0112
H: 0.9140 2.4317 0.5689
H: -4.1153 2.5588 2.1739
H: 4.7185 1.0062 1.5274

Output
SMILES	Cc1ccc(CNC(=O)[C@@H]2CCCN2C(=O)Nc2ccc(C)cc2)cc1
molecular weight	351.45	g/mol
spin multiplicity	1
LUMO	0.8	eV
relative energy (zero: lowest compared OMol25 entry of this formula, charge and spin)	0.000	eV
Kohn-Sham gap	9.0600	eV
total charge	0
energy	-30750.313	eV



2.
The following is a quantum chemistry calculation of a molecular structure, C27H36KNO3P2S2Se2, from the OMol25 dataset.

CARTESIAN COORDINATES (ANGSTROEM)
Se: 0.5381 -1.4253 3.1975
Se: -2.4738 -1.8184 1.1445
K: 0.5161 0.0209 0.2671
S: 3.4646 -0.3106 0.0310
S: 1.3058 -2.9883 -0.2777
P: -1.9736 1.7646 -0.0868
P: 3.0707 -2.1345 -0.5788
O: 3.4187 -2.2836 -2.1752
O: 2.0511 2.8598 0.4313
O: 4.2444 -3.0576 0.0103
N: 0.6585 2.8991 0.1463
C: -3.5589 1.7139 -3.8484
C: -1.1515 4.4748 0.2005
C: -4.4048 -0.2353 -2.7398
C: -2.1947 3.5544 -0.1396
C: -3.3766 1.2273 3.6726
C: -4.7635 1.2526 3.5546
C: -4.3347 0.5653 -3.8698
C: -3.4969 4.0458 -0.2926
C: -2.9825 1.2975 -1.5437
C: 0.1972 4.0979 0.3523
C: -0.3319 -0.7631 4.8106
C: -3.1469 1.3857 1.2657
C: -2.8871 2.0724 -2.6971
C: 2.7986 -2.3232 -4.4771
C: -1.4965 5.8330 0.3590
C: -0.5094 -3.0587 2.9310
C: 5.5508 -4.7941 -1.0304
C: 4.3134 -4.4566 -0.2142
C: 2.5590 -1.6857 -3.1201
C: -5.3363 1.3381 2.2934
C: -4.5459 1.4015 1.1652
C: -3.7157 0.1167 -1.5966
C: -2.2438 -3.1997 -0.2024
C: -2.7754 6.2858 0.1844
C: -3.7942 5.3784 -0.1590
C: -1.9944 -2.8336 2.7510
C: -2.5848 1.2985 2.5472
H: -3.4781 2.3281 -4.7349
H: -4.8827 0.2925 -4.7627
H: 0.1802 0.1562 5.0859
H: 5.4983 -4.3060 -2.0003
H: -1.5023 1.3063 2.6415
H: -2.4179 -2.2520 3.5751
H: -2.8674 -4.0536 0.0507
H: -0.7039 6.5260 0.6191
H: -2.2837 2.9695 -2.6660
H: 2.6096 -3.3941 -4.4246
H: -1.1967 -3.4871 -0.2777
H: -0.0608 -3.5115 2.0442
H: -1.3758 -0.5406 4.5945
H: -3.7564 -0.5159 -0.7133
H: -5.3908 1.2054 4.4340
H: 6.4388 -4.4390 -0.5090
H: -2.5661 -2.7579 -1.1444
H: 0.9031 4.8711 0.6656
H: 2.1313 -1.8768 -5.2101
H: -4.8057 5.7290 -0.3097
H: 3.4085 -4.8067 -0.7254
H: 2.7565 -0.6067 -3.1609
H: 5.6254 -5.8719 -1.1691
H: 2.3652 1.9963 0.1335
H: 4.3647 -4.9368 0.7704
H: -2.5149 -3.7961 2.6878
H: 1.5140 -1.8404 -2.8177
H: -6.4142 1.3622 2.1936
H: -0.2461 -1.4965 5.6102
H: -5.0034 -1.1385 -2.7520
H: -3.0091 7.3361 0.3019
H: -5.0186 1.4495 0.1937
H: -4.2884 3.3539 -0.5489
H: 3.8290 -2.1681 -4.7877
H: -2.9280 1.1754 4.6589
H: -0.3211 -3.7086 3.7953

Output
expectation value of S²	0.770
molecular weight	745.69	g/mol
spin multiplicity	2
LUMO (alpha / beta)	2.1 / 2.1	eV
relative energy (zero: lowest compared OMol25 entry of this formula, charge and spin)	0.000	eV
Kohn-Sham gap (alpha / beta)	3.6565 / 6.7299	eV
total charge	-1
energy	-223484.768	eV



3.
The following is a quantum chemistry calculation of a molecular structure, C3H4AuO3 in a non-equilibrium geometry, from the OMol25 dataset.

CARTESIAN COORDINATES (ANGSTROEM)
Au: 3.5800 -0.1735 0.4599
O: 2.2262 0.7751 -0.0194
O: 0.6946 -0.8183 -0.1304
O: 0.0582 1.3012 -0.2216
C: 1.0657 0.4927 -0.2760
C: -1.2153 0.5104 0.0164
C: -0.7183 -0.9353 0.0022
H: -1.5775 0.8277 1.0001
H: -0.9618 -1.5081 0.9013
H: -1.1751 -1.2176 -1.0000
H: -1.9768 0.7457 -0.7327

Output
expectation value of S²	3.760
molecular weight	285.03	g/mol
spin multiplicity	4
LUMO (alpha / beta)	-10.0 / -16.3	eV
relative energy (zero: lowest compared OMol25 entry of this formula, charge and spin)	0.000	eV
Kohn-Sham gap (alpha / beta)	6.5628 / 4.8889	eV
total charge	+2
energy	-12980.788	eV



4.
The following is a quantum chemistry calculation of 9 unconnected molecules or ions with the total composition C16H50O9 in a non-equilibrium geometry, from the OMol25 dataset.

CARTESIAN COORDINATES (ANGSTROEM)
O: 0.5526 -3.4726 3.0643
O: -2.0427 2.4084 3.8579
O: 0.3818 -5.7559 -5.9155
O: -5.4775 -2.9747 -3.4904
O: 6.6024 4.5935 3.7083
O: -3.0266 -2.9950 -0.0304
O: 0.9614 3.6441 -6.2826
O: -4.9134 4.2252 -1.7131
O: -1.1227 0.7561 -0.5281
C: 6.4368 3.2909 3.1787
C: 2.4773 -2.5479 4.1576
C: -0.3619 -6.0730 -3.6731
C: -1.7510 3.6530 5.7665
C: -6.0520 4.2125 -0.9019
C: 2.4968 -4.5853 2.7084
C: -0.3129 3.0927 -6.5508
C: -2.0255 3.7419 4.2405
C: 0.2112 0.7143 -0.9505
C: 1.9092 -3.2392 2.9045
C: 0.2859 -3.8137 -4.8204
C: -0.9552 4.5725 3.5372
C: -6.4656 -3.9786 -3.4663
C: 5.0109 3.0267 2.8742
C: 0.5397 -5.2455 -4.6608
C: 7.2730 3.2057 1.8714
H: 4.4119 2.9847 3.7839
H: 4.9956 2.1212 2.2677
H: -0.3769 2.0329 -6.7974
H: 2.1613 -2.6712 2.0089
H: -1.9335 2.3170 2.9085
H: 1.5690 -5.3891 -4.3322
H: 0.0692 -7.0091 -3.3181
H: 0.0411 4.2734 3.8628
H: -2.4048 2.8603 6.1303
H: 0.7087 4.5585 -6.4292
H: 6.7484 2.6665 4.0160
H: -5.8521 3.9595 0.1394
H: 4.5763 3.8013 2.2423
H: -0.7782 3.1943 5.9435
H: 0.5152 -0.3304 -1.0154
H: -1.5693 -0.0912 -0.5926
H: -4.5201 3.3558 -1.6083
H: 1.0611 -3.3829 -5.4542
H: 7.0761 2.2965 1.3033
H: 2.1254 -1.5163 4.1535
H: -7.2093 -3.7803 -4.2381
H: 2.4120 -5.0188 1.7120
H: -5.0185 -2.9276 -2.6485
H: -0.9674 4.4563 2.4535
H: -6.8983 -3.9461 -2.4663
H: -0.7324 -5.5338 -2.8013
H: -0.9596 3.2463 -5.6869
H: -0.7087 -3.3766 -4.9094
H: -1.8267 4.5617 6.3637
H: 0.1727 -2.8202 3.6573
H: -6.2485 -5.0194 -3.7065
H: 0.6053 -3.2921 -3.9181
H: -1.2305 -6.3987 -4.2456
H: 0.7918 1.3431 -0.2755
H: -2.1638 -3.3163 0.2313
H: 2.0599 -2.9214 5.0928
H: 3.5711 -4.5641 2.8916
H: -6.8135 3.5650 -1.3366
H: -1.0427 5.6433 3.7209
H: -6.6158 5.1423 -0.9782
H: 7.1254 4.0164 1.1579
H: 6.2463 5.2457 3.1005
H: -3.6396 -3.4678 0.5325
H: 3.5659 -2.5037 4.1266
H: 8.3399 3.2138 2.0944
H: -0.5022 -5.4750 -6.1629
H: 0.1721 1.2439 -1.9024
H: -3.0480 4.0313 3.9981
H: -0.8773 3.5009 -7.3893
H: 2.1842 -5.3356 3.4346

Output
SMILES	CC(C)O.CC(C)O.CC(C)O.CC(C)O.CO.CO.CO.CO.O
molecular weight	386.57	g/mol
spin multiplicity	1
LUMO	0.0	eV
relative energy (zero: lowest compared OMol25 entry of this formula, charge and spin)	4.187	eV
Kohn-Sham gap	10.0791	eV
total charge	0
energy	-35825.597	eV